1.
Formula: C21H21N5O2
Source: the Open Molecules 2025 dataset
Level of theory: ωB97M-V/def2-TZVPD

Bonds (Å) are listed after each position.
Geometry (Å):
1 O 4.288 0.102 2.381  C5 1.271
2 N 0.319 0.407 1.502  C6 1.300, C28 1.529
3 N 3.087 0.595 -1.367  C7 1.267, C9 1.383
4 O 0.976 -6.049 1.704  C18 1.385, C25 1.380
5 C 4.043 0.187 1.136  O1 1.271, C8 1.418, N24 1.403
6 C -0.033 0.489 0.254  N2 1.300, N22 1.428, N23 1.343
7 C 2.258 0.316 -0.451  N3 1.267, N22 1.351, N24 1.333
8 C 4.992 0.524 0.138  C5 1.418, C9 1.388, H29 1.083
9 C 4.446 0.690 -1.127  N3 1.383, C8 1.388, C26 1.494
10 C 0.871 -3.894 3.023  C16 1.445, C18 1.430, H30 1.121
11 C 1.552 -4.106 0.613  C17 1.463, C18 1.434, H31 1.052
12 C -1.820 0.526 -2.317  C14 1.429, C19 1.393, H32 0.994
13 C -2.847 2.319 -1.185  C15 1.402, C19 1.386, H33 1.100
14 C -2.614 0.768 -3.480  C12 1.429, C20 1.409, H34 1.073
15 C -3.715 2.512 -2.268  C13 1.402, C20 1.389, H35 1.056
16 C 1.036 -2.460 2.972  C10 1.445, C21 1.348, H36 1.027
17 C 1.683 -2.651 0.664  C11 1.463, C21 1.434, H37 1.108
18 C 1.097 -4.677 1.848  O4 1.385, C10 1.430, C11 1.434
19 C -1.993 1.229 -1.127  C12 1.393, C13 1.386, N23 1.417
20 C -3.586 1.788 -3.446  C14 1.409, C15 1.389, C27 1.494
21 C 1.449 -1.861 1.838  C16 1.348, C17 1.434, C28 1.548
22 N 0.945 0.275 -0.764  C6 1.428, C7 1.351, H38 1.059
23 N -1.277 0.959 0.066  C6 1.343, C19 1.417, H39 0.985
24 N 2.687 0.088 0.790  C5 1.403, C7 1.333, C28 1.483
25 C 0.841 -6.859 2.813  O4 1.380, H40 1.095, H41 1.097, H42 1.021
26 C 5.359 0.968 -2.277  C9 1.494, H43 1.086, H44 1.104, H45 1.089
27 C -4.469 2.051 -4.622  C20 1.494, H46 1.058, H47 1.036, H48 1.137
28 C 1.637 -0.326 1.751  N2 1.529, C21 1.548, N24 1.483, H49 1.105
29 H 6.051 0.332 0.254  C8 1.083
30 H 0.624 -4.586 3.870  C10 1.121
31 H 1.692 -4.700 -0.244  C11 1.052
32 H -1.127 -0.183 -2.250  C12 0.994
33 H -2.981 2.844 -0.228  C13 1.100
34 H -2.479 0.240 -4.404  C14 1.073
35 H -4.466 3.184 -1.952  C15 1.056
36 H 0.899 -1.973 3.867  C16 1.027
37 H 1.802 -2.083 -0.280  C17 1.108
38 H 0.723 0.832 -1.638  N22 1.059
39 H -1.604 1.364 0.902  N23 0.985
40 H 1.637 -6.690 3.546  C25 1.095
41 H 1.068 -7.901 2.555  C25 1.097
42 H -0.075 -6.741 3.248  C25 1.021
43 H 5.628 -0.018 -2.643  C26 1.086
44 H 4.798 1.552 -3.027  C26 1.104
45 H 6.314 1.444 -2.055  C26 1.089
46 H -5.464 2.213 -4.301  C27 1.058
47 H -4.222 2.943 -5.087  C27 1.036
48 H -4.428 1.133 -5.292  C27 1.137
49 H 1.875 -0.061 2.798  C28 1.105

For the energy relative to the best compared isomer or geometry (same formula, charge and spin), the calculation gives 207.4 kJ/mol. The total charge is 0. The value obtained for the HOMO energy is -8.32 eV. The largest force on an atom comes out at 5.5 eV/A. Its LUMO energy is 0.649 eV. As for the SMILES: COc1ccc([C@@H]2N=C(Nc3ccc(C)cc3)Nc3nc(C)cc(=O)n32)cc1.

=====

2.
Formula: C2O3S
Source: the Open Molecules 2025 dataset
Level of theory: ωB97M-V/def2-TZVPD

Bonds (Å) are listed after each position.
Geometry (Å):
1 C 1.177 2.343 1.210  O5 1.245, S6 1.705
2 C -1.515 -1.689 -1.537  O3 1.151, O4 1.180
3 O -2.267 -0.819 -1.592  C2 1.151
4 O -0.672 -2.504 -1.412  C2 1.180
5 O 1.095 1.696 2.271  C1 1.245, S6 1.781
6 S 2.182 0.973 1.059  C1 1.705, O5 1.781

For the energy relative to the best compared isomer or geometry (same formula, charge and spin), the calculation gives 404.1 kJ/mol. The total charge is 0. The value obtained for the HOMO energy is -10.14 eV. The largest force on an atom comes out at 2.7 eV/A. Its LUMO energy is -0.654 eV.

=====

3.
Formula: C6H16O3
Source: the Open Molecules 2025 dataset
Level of theory: ωB97M-V/def2-TZVPD

Bonds (Å) are listed after each position.
Geometry (Å):
1 C -0.213 -1.905 -2.657  C2 1.575, H7 1.085, H8 1.088, H9 1.088
2 C -0.835 -0.918 -1.598  C1 1.575, C3 1.502, H10 1.093, H11 1.086
3 C -0.496 -1.297 -0.185  C2 1.502, C4 1.335, H12 1.084
4 C 0.474 -0.641 0.454  C3 1.335, C5 1.437, H13 1.093
5 C 1.052 -0.930 1.737  C4 1.437, C6 1.322, H14 1.097
6 C 1.984 -0.258 2.390  C5 1.322, H15 1.091, H16 1.083
7 H 0.285 -1.357 -3.450  C1 1.085
8 H -1.021 -2.480 -3.104  C1 1.088
9 H 0.432 -2.581 -2.100  C1 1.088
10 H -1.915 -1.047 -1.711  C2 1.093
11 H -0.523 0.099 -1.816  C2 1.086
12 H -0.897 -2.256 0.121  C3 1.084
13 H 0.893 0.245 -0.030  C4 1.093
14 H 0.619 -1.828 2.195  C5 1.097
15 H 2.365 0.705 2.046  C6 1.091
16 H 2.590 -0.605 3.217  C6 1.083
17 H -1.430 -0.180 2.102  O19 0.960
18 H -2.684 0.677 2.095  O19 0.945
19 O -2.382 -0.211 1.982  H17 0.960, H18 0.945
20 H 2.101 1.863 -2.307  O22 0.969
21 H 1.684 3.090 -1.532  O22 0.971
22 O 1.615 2.122 -1.510  H20 0.969, H21 0.971
23 H -0.254 3.061 0.489  O25 0.979
24 H -0.359 2.076 -0.552  O25 0.970
25 O -0.960 2.642 -0.043  H23 0.979, H24 0.970

For the energy relative to the best compared isomer or geometry (same formula, charge and spin), the calculation gives 121.6 kJ/mol. The total charge is 0. The value obtained for the HOMO energy is -8.48 eV. The largest force on an atom comes out at 1.9 eV/A. Its LUMO energy is 0.237 eV. As for the SMILES: C=C/C=C/CC.O.O.O.

=====

4.
Formula: C4H5NO
Source: the Open Molecules 2025 dataset
Level of theory: ωB97M-V/def2-TZVPD

Bonds (Å) are listed after each position.
Geometry (Å):
1 C -1.063 -0.974 0.252  C2 1.506, H7 1.099, H8 1.095, H9 1.091
2 C -0.218 -0.145 -0.678  C1 1.506, N3 1.303, C5 1.441
3 N -0.405 1.091 -1.045  C2 1.303, O4 1.425
4 O -0.904 1.758 0.111  N3 1.425, H10 0.987
5 C 1.206 -0.346 -0.761  C2 1.441, C6 1.215
6 C 2.193 0.072 -0.189  C5 1.215, H11 1.065
7 H -1.318 -1.919 -0.247  C1 1.099
8 H -0.534 -1.231 1.175  C1 1.095
9 H -1.988 -0.446 0.492  C1 1.091
10 H -0.040 1.722 0.587  O4 0.987
11 H 3.071 0.419 0.305  C6 1.065

For the energy relative to the best compared isomer or geometry (same formula, charge and spin), the calculation gives 583.0 kJ/mol. The total charge is 0. The value obtained for the HOMO energy is -8.93 eV. The largest force on an atom comes out at 1.1 eV/A. Its LUMO energy is 0.057 eV. As for the SMILES: C#C/C(C)=N/O.